[1]
# C7H13N5

The ion C7H13N5 with charge +2 (the ωB97M-V functional and the def2-TZVPD basis, the OMol25 dataset).

charge = +2
molar mass = 167.22 g/mol
relative energy (zero: lowest compared OMol25 entry of this formula, charge and spin) = 106.97 kJ/mol
LUMO level = -8.722 eV
structure (SMILES) = C/[NH+]=C/N/C(C)=[NH+]\c1cc[nH]n1
frontier orbital gap = 8.3576 eV

Atoms and positions in Å:
C (-1.188, -0.991, -2.527)
C (-2.341, -0.250, -2.351)
C (-0.281, -0.559, -1.511)
C (1.809, -0.260, -0.392)
C (0.097, 0.102, 1.211)
C (3.265, -0.312, -0.473)
C (-1.604, 0.532, 3.016)
N (-2.154, 0.522, -1.276)
N (-0.942, 0.321, -0.772)
N (1.293, 0.322, 0.733)
N (1.061, -0.859, -1.266)
N (-0.363, 0.810, 2.228)
H (-1.102, -1.786, -3.265)
H (-3.313, -0.028, -2.825)
H (-0.338, -0.851, 0.857)
H (3.722, -0.946, 0.254)
H (3.634, 0.815, -0.190)
H (3.509, -0.427, -1.448)
H (-1.137, 0.096, 3.912)
H (-1.976, 1.613, 2.998)
H (-2.188, -0.172, 2.361)
H (1.869, 1.021, 1.164)
H (1.438, -1.613, -1.933)
H (0.004, 1.735, 2.333)
H (-2.776, 1.165, -0.837)



[2]
# C21H64ClNNbO11S9

A structure of composition C21H64ClNNbO11S9 (the ωB97M-V functional and the def2-TZVPD basis, the OMol25 dataset).

charge = -1
molar mass = 923.70 g/mol
LUMO level = 1.419 eV
frontier orbital gap = 5.5862 eV

Atoms and positions in Å:
C (5.868, -3.500, 1.456)
C (4.741, -2.534, 1.171)
O (4.310, -2.361, 0.099)
O (4.262, -1.936, 2.267)
C (2.799, -1.942, 2.356)
Nb (1.778, -4.012, 2.407)
N (0.400, -3.258, 0.987)
Cl (3.439, -4.850, 4.035)
H (6.440, -3.743, 0.567)
H (5.386, -4.385, 1.881)
H (6.460, -3.053, 2.260)
H (2.554, -1.451, 3.312)
H (2.336, -1.319, 1.581)
H (2.713, -4.690, 0.993)
H (0.884, -5.585, 2.501)
H (0.734, -3.450, 3.823)
H (0.041, -2.389, 1.391)
H (0.987, -2.923, 0.218)
C (-1.309, -0.002, -3.676)
S (-1.790, -0.874, -2.179)
O (-0.981, -0.314, -1.064)
C (-1.056, -2.454, -2.630)
H (-1.635, 1.031, -3.594)
H (-0.224, -0.036, -3.786)
H (-1.791, -0.463, -4.537)
H (0.012, -2.326, -2.809)
H (-1.547, -2.839, -3.525)
H (-1.206, -3.148, -1.804)
C (7.344, -6.694, 4.448)
S (7.887, -5.416, 3.306)
O (7.949, -6.028, 1.955)
C (9.578, -5.320, 3.923)
H (6.309, -6.939, 4.213)
H (7.968, -7.581, 4.334)
H (7.404, -6.316, 5.470)
H (10.058, -6.297, 3.842)
H (9.567, -4.991, 4.963)
H (10.121, -4.596, 3.318)
C (2.776, -2.327, 6.941)
S (2.519, -3.896, 7.769)
O (1.098, -4.282, 7.558)
C (2.652, -3.268, 9.453)
H (2.694, -2.496, 5.866)
H (2.017, -1.611, 7.257)
H (3.771, -1.948, 7.175)
H (1.900, -2.496, 9.621)
H (3.652, -2.860, 9.610)
H (2.485, -4.097, 10.139)
C (5.297, 1.740, 6.493)
S (4.299, 1.895, 7.983)
O (4.185, 0.538, 8.583)
C (2.752, 2.235, 7.130)
H (6.312, 1.483, 6.789)
H (4.891, 0.952, 5.857)
H (5.302, 2.691, 5.960)
H (2.516, 1.415, 6.452)
H (2.843, 3.170, 6.575)
H (1.966, 2.330, 7.876)
C (-4.234, 4.332, -4.394)
S (-3.524, 3.397, -5.749)
O (-2.951, 2.145, -5.179)
C (-2.148, 4.517, -6.054)
H (-5.097, 3.786, -4.018)
H (-3.500, 4.449, -3.596)
H (-4.553, 5.308, -4.760)
H (-1.545, 4.613, -5.150)
H (-2.532, 5.492, -6.356)
H (-1.539, 4.101, -6.855)
C (0.719, 8.809, -7.074)
S (-0.295, 7.379, -6.671)
O (-1.612, 7.890, -6.203)
C (0.645, 6.895, -5.214)
H (0.288, 9.298, -7.945)
H (0.729, 9.503, -6.233)
H (1.733, 8.481, -7.305)
H (0.661, 7.717, -4.497)
H (1.660, 6.631, -5.510)
H (0.162, 6.030, -4.767)
C (-7.721, 0.701, -7.374)
S (-6.323, 1.825, -7.520)
O (-6.585, 2.969, -6.605)
C (-6.707, 2.380, -9.189)
H (-7.702, 0.265, -6.377)
H (-8.652, 1.250, -7.516)
H (-7.629, -0.089, -8.119)
H (-7.705, 2.819, -9.212)
H (-6.649, 1.535, -9.875)
H (-5.971, 3.130, -9.474)
C (-8.627, 8.363, -3.812)
S (-8.121, 6.638, -3.916)
O (-7.107, 6.411, -2.855)
C (-7.239, 6.797, -5.476)
H (-9.170, 8.504, -2.879)
H (-7.747, 9.007, -3.824)
H (-9.281, 8.601, -4.652)
H (-6.450, 7.545, -5.379)
H (-7.939, 7.086, -6.261)
H (-6.801, 5.830, -5.719)
C (-1.165, -6.107, 4.913)
S (-0.881, -7.761, 4.259)
O (-0.628, -7.641, 2.805)
C (-2.583, -8.333, 4.446)
H (-0.235, -5.541, 4.858)
H (-1.930, -5.601, 4.324)
H (-1.480, -6.183, 5.956)
H (-3.253, -7.684, 3.881)
H (-2.854, -8.327, 5.503)
H (-2.647, -9.349, 4.060)



[3]
# C3H8ClN3

An isolated molecule of C3H8ClN3 (the ωB97M-V functional and the def2-TZVPD basis, the OMol25 dataset).

molar mass = 121.57 g/mol
relative energy (zero: lowest compared OMol25 entry of this formula, charge and spin) = 42.72 kJ/mol
LUMO level = 0.746 eV
structure (SMILES) = [H]/N=C\NNCCCl
frontier orbital gap = 10.0436 eV

Atoms and positions in Å:
C (1.090, -1.375, 0.529)
C (-0.130, -1.325, -0.382)
C (-0.484, 2.171, 0.272)
H (0.823, -0.920, 1.453)
H (1.948, -0.802, 0.127)
H (-0.926, -1.687, 0.234)
H (-0.065, -1.969, -1.233)
H (-1.097, 0.055, -1.546)
H (-1.683, 0.561, 0.789)
H (-1.029, 2.743, 0.967)
H (0.715, 2.046, -1.087)
N (-0.442, 0.036, -0.754)
N (-0.832, 0.782, 0.303)
N (0.406, 2.729, -0.432)
Cl (1.705, -3.044, 0.760)



Number 1: largest force on an atom 4.915 eV/A. Number 2: largest force on an atom 3.722 eV/A. Number 3: largest force on an atom 2.804 eV/A.